No. 1
Molecular formula: C2HN2OS2
Method: DFT, wB97M-V/def2-TZVPD

```
8
Properties=species:S:1:pos:R:3:forces:R:3
S -1.4910 0.8972 0.6592 0.07 -0.10 0.55
S 1.2652 -0.5589 -2.1643 0.55 -0.24 -0.85
O 0.2509 -0.4994 2.6986 -0.03 -0.13 0.41
N 0.8429 -0.6782 0.4554 0.90 -0.54 -1.01
N -0.6484 0.5448 -0.7654 0.13 -0.06 -0.21
C 0.4543 -0.2204 -0.7591 -0.74 0.50 0.06
C 0.2787 -0.4092 1.5269 -1.09 0.77 0.93
H -0.9525 0.9242 -1.6512 0.20 -0.20 0.12
```
Positions in Å, forces in eV/Å.

lowest unoccupied orbital energy: 0.1306 Eh
calculated total energy: -28790.3039 eV
net charge: -1

Löwdin population analysis, charges in e, atoms 1 to 5:
1. S 0.5175
2. S 0.4325
3. O 0.0472
4. N 0.0591
5. N -0.4865



No. 2
Molecular formula: C2H3N3O
Method: DFT, wB97M-V/def2-TZVPD

```
9
Properties=species:S:1:pos:R:3:forces:R:3
O 0.4552 -0.4972 -1.7320 -0.71 -0.26 -0.02
N 0.5186 0.4548 1.5815 -4.34 0.72 4.16
N -1.0732 0.1163 -0.2135 1.56 -1.01 -0.94
N 1.2335 -0.3262 -0.5775 -3.87 1.19 2.56
C 0.2139 0.0563 0.3521 2.87 -1.01 -4.59
C -0.8363 -0.2821 -1.4624 1.55 0.52 1.45
H 1.3588 0.4364 2.1451 0.10 -0.41 -1.11
H -0.3982 0.4985 2.2360 3.05 -0.02 -2.14
H -1.4723 -0.4568 -2.3294 -0.21 0.27 0.62
```
Positions in Å, forces in eV/Å.

lowest unoccupied orbital energy: 0.0334 Eh
calculated total energy: -8638.5014 eV
SMILES: Nc1ncon1

Löwdin population analysis, charges in e, atoms 1 to 5:
1. O -0.0876
2. N 0.1053
3. N 0.1216
4. N 0.0878
5. C -0.4570



In order of appearance, ΔE to the lowest compared entry with this formula, charge and spin = 0.299, 1.993 eV.
In order of appearance, highest occupied orbital energy = -3.5408, -8.9254 eV.